{
  "formula": "C49H108NO10P",
  "method": "the ωB97M-V functional and the def2-TZVPD basis",
  "max_force_ev_per_a": 2.72,
  "spin_multiplicity": 1,
  "gap_ha": 0.303,
  "total_energy_ha": -3080.00753,
  "species": ["C", "C", "C", "C", "C", "C", "C", "C", "C", "O", "C", "C", "C", "O", "C", "C", "C", "C", "C", "N", "O", "C", "P", "C", "C", "C", "H", "H", "H", "H", "H", "H", "H", "H", "H", "H", "H", "H", "H", "H", "H", "H", "H", "H", "H", "H", "H", "H", "H", "H", "H", "H", "H", "H", "H", "H", "H", "H", "H", "H", "H", "H", "H", "H", "C", "C", "O", "C", "C", "H", "H", "H", "H", "H", "H", "H", "H", "H", "H", "C", "C", "O", "C", "C", "H", "H", "H", "H", "H", "H", "H", "H", "H", "H", "C", "C", "O", "C", "C", "H", "H", "H", "H", "H", "H", "H", "H", "H", "H", "C", "C", "O", "C", "C", "H", "H", "H", "H", "H", "H", "H", "H", "H", "H", "C", "C", "O", "C", "C", "H", "H", "H", "H", "H", "H", "H", "H", "H", "H", "C", "C", "O", "C", "C", "H", "H", "H", "H", "H", "H", "H", "H", "H", "H", "C", "C", "O", "C", "C", "H", "H", "H", "H", "H", "H", "H", "H", "H", "H"],
  "positions_angstrom": [[-0.2935, -5.9401, 5.1909], [-1.0224, -5.2564, 3.9847], [-1.8632, -5.9846, 3.0346], [-2.4929, -5.3320, 1.9015], [-2.3255, -3.8868, 1.6482], [-3.0162, -3.3187, 0.3713], [-2.0594, -3.5567, -0.8666], [-3.5458, -1.8512, 0.4953], [-1.5203, -3.1410, 2.5979], [-1.3230, -1.7633, 2.4499], [-2.1255, -1.0509, 3.4189], [-1.3571, 0.2184, 4.0141], [0.1037, 0.1685, 3.4704], [0.9487, 1.2074, 4.0300], [2.1306, 1.2070, 3.1854], [3.4710, 1.3347, 4.0163], [4.5178, 0.3348, 3.3526], [6.0089, 0.8425, 3.4276], [6.8687, -0.0319, 2.4161], [6.4596, -1.4708, 2.4218], [-2.0247, 1.4335, 3.6062], [-3.1655, 1.7026, 4.4410], [-4.6353, 2.2721, 3.3813], [-6.0441, 1.0350, 3.4359], [-4.0469, 2.3596, 1.6033], [-0.8758, -3.7864, 3.7464], [0.6014, -6.4917, 4.7760], [-0.9115, -6.6863, 5.7486], [0.1307, -5.2009, 5.9187], [-2.0348, -7.0765, 3.1713], [-3.0955, -5.9445, 1.1911], [-3.9183, -3.9708, 0.1839], [-2.4361, -3.0515, -1.7994], [-0.9960, -3.2838, -0.6489], [-2.0740, -4.6616, -1.0955], [-4.1646, -1.5344, -0.3934], [-2.7225, -1.0843, 0.5594], [-4.2019, -1.7174, 1.4027], [-2.4234, -1.6829, 4.2924], [-3.0876, -0.6719, 2.9648], [-1.3849, 0.2297, 5.1428], [0.0356, 0.3440, 2.3568], [0.6213, -0.8040, 3.7040], [2.1975, 0.2345, 2.6146], [2.0103, 2.0093, 2.4049], [3.8688, 2.3656, 3.8290], [3.3264, 1.1179, 5.1068], [4.3748, -0.6729, 3.8250], [4.2862, 0.1980, 2.2590], [6.0788, 1.8997, 3.0724], [6.3859, 0.6882, 4.4728], [7.9633, -0.0141, 2.7043], [6.8205, 0.3386, 1.3622], [7.1579, -1.9936, 2.9518], [6.5518, -1.8168, 1.4602], [-2.9167, 2.5840, 5.1001], [-3.4384, 0.8597, 5.1286], [-6.2380, 0.6236, 4.4574], [-7.0041, 1.5189, 3.1000], [-5.8560, 0.1951, 2.7096], [-3.5018, 3.3345, 1.4802], [-3.3963, 1.4696, 1.4080], [-4.8867, 2.3310, 0.8675], [-0.2350, -3.1904, 4.4411], [-2.6795, 5.5059, -2.1313], [-3.1760, 4.1396, -2.5712], [-4.3709, 3.7358, -1.9240], [-5.5100, 4.5553, -2.1354], [-5.9367, 4.6358, -3.5910], [-2.6042, 5.5564, -1.0427], [-1.6992, 5.7130, -2.5646], [-3.3587, 6.3003, -2.4485], [-2.4228, 3.3919, -2.3125], [-3.2974, 4.0956, -3.6590], [-5.3447, 5.5543, -1.7174], [-6.3196, 4.1063, -1.5556], [-5.1974, 5.1613, -4.1979], [-6.8831, 5.1725, -3.6820], [-6.0558, 3.6365, -4.0145], [10.1793, -3.6725, -1.5123], [9.2962, -2.6667, -0.7950], [9.0293, -3.0083, 0.5559], [10.1522, -3.0951, 1.4181], [10.9124, -1.7871, 1.5562], [9.7768, -4.6823, -1.4073], [10.2512, -3.4280, -2.5736], [11.1918, -3.6807, -1.1028], [8.3265, -2.6298, -1.2964], [9.7171, -1.6573, -0.8573], [10.8166, -3.9052, 1.0996], [9.7623, -3.3801, 2.3977], [11.4003, -1.5056, 0.6206], [11.6862, -1.8753, 2.3214], [10.2356, -0.9745, 1.8300], [2.0977, 5.1492, 2.3340], [2.9106, 5.6536, 3.5128], [4.3122, 5.5158, 3.3353], [4.8794, 6.2255, 2.2470], [4.7075, 7.7314, 2.3493], [2.3897, 4.1299, 2.0745], [1.0324, 5.1635, 2.5708], [2.2506, 5.7683, 1.4469], [2.6563, 5.0616, 4.3947], [2.6564, 6.6919, 3.7517], [4.4846, 5.8480, 1.2974], [5.9462, 5.9920, 2.2546], [3.6595, 8.0232, 2.2535], [5.2664, 8.2334, 1.5569], [5.0615, 8.0951, 3.3163], [3.1084, -4.2517, 4.0734], [4.4376, -4.2433, 4.8070], [4.9063, -5.5406, 5.1390], [5.1593, -6.4109, 4.0483], [6.2363, -5.9037, 3.1044], [2.3623, -4.8385, 4.6138], [2.7414, -3.2306, 3.9508], [3.2144, -4.6931, 3.0800], [4.3152, -3.7119, 5.7537], [5.1973, -3.6951, 4.2395], [4.2303, -6.6251, 3.5090], [5.4911, -7.3563, 4.4829], [5.9140, -5.0055, 2.5730], [6.4772, -6.6634, 2.3582], [7.1442, -5.6496, 3.6563], [4.1225, -9.6339, 6.1376], [3.0334, -9.0067, 5.2855], [2.8571, -9.6466, 4.0313], [2.4667, -11.0090, 4.0711], [1.1252, -11.2355, 4.7471], [5.0545, -9.7151, 5.5734], [4.3002, -9.0331, 7.0314], [3.8487, -10.6406, 6.4614], [3.3117, -7.9752, 5.0655], [2.0828, -8.9628, 5.8288], [3.2497, -11.6174, 4.5365], [2.3964, -11.3357, 3.0316], [1.1703, -11.0093, 5.8146], [0.8161, -12.2773, 4.6406], [0.3589, -10.5928, 4.3082], [-7.8159, 6.5361, -8.0095], [-6.5085, 6.5200, -7.2374], [-6.0992, 5.2201, -6.8440], [-5.8471, 4.2966, -7.8903], [-4.7255, 4.7258, -8.8207], [-8.5940, 5.9999, -7.4617], [-8.1458, 7.5627, -8.1798], [-7.7121, 6.0538, -8.9839], [-6.6373, 7.0905, -6.3146], [-5.7114, 7.0169, -7.8012], [-6.7663, 4.0928, -8.4497], [-5.5633, 3.3594, -7.4067], [-4.9997, 5.6114, -9.3979], [-4.4905, 3.9274, -9.5276], [-3.8254, 4.9708, -8.2525], [-10.7951, 7.4993, -12.8925], [-9.4885, 7.4811, -12.1186], [-9.0810, 6.1809, -11.7249], [-8.8278, 5.2565, -12.7704], [-7.7041, 5.6842, -13.6989], [-11.5742, 6.9638, -12.3456], [-11.1232, 8.5264, -13.0622], [-10.6907, 7.0174, -13.8670], [-9.6183, 8.0510, -11.1960], [-8.6902, 7.9773, -12.6810], [-9.7463, 5.0533, -13.3312], [-8.5459, 4.3194, -12.2859], [-7.9761, 6.5698, -14.2771], [-7.4686, 4.8854, -14.4049], [-6.8049, 5.9286, -13.1291]],
  "forces_ev_per_angstrom": [[0.5, 0.0, -0.9], [-0.9, 2.0, -1.2], [0.3, 1.4, -0.2], [1.4, 1.3, 1.3], [0.2, -1.4, 1.2], [0.1, 0.0, -0.1], [-0.3, -0.5, -0.1], [0.0, 0.7, -0.1], [0.2, -2.0, 0.4], [-1.1, -0.7, 0.9], [-0.4, 1.2, 1.0], [0.3, -0.3, -0.2], [-0.3, 0.9, 0.2], [0.1, -1.0, -1.2], [0.4, -0.3, 0.5], [0.2, 0.0, -1.6], [-0.1, 0.6, 0.3], [-0.3, -1.4, -0.8], [0.8, -0.2, 0.6], [0.5, 0.2, -0.5], [0.2, -1.0, 0.7], [0.1, 0.3, -0.3], [-1.1, 1.5, 0.4], [0.0, -0.9, -0.8], [0.3, -0.7, 0.1], [-1.0, -2.3, -1.1], [-0.9, 0.4, 0.4], [0.3, 0.7, -0.6], [-0.6, -0.5, -0.7], [0.2, 1.0, -0.1], [0.5, 0.6, 0.7], [0.8, 0.6, 0.3], [0.4, -0.3, 1.0], [-1.0, 0.0, -0.2], [0.2, 1.1, 0.3], [0.6, -0.6, 0.8], [-0.7, -0.9, 0.0], [0.7, -0.3, -0.9], [0.4, 0.1, -0.9], [1.0, -0.4, 0.2], [0.3, -0.4, -1.1], [0.1, -0.5, 1.0], [-0.9, 0.7, -0.4], [-0.2, 0.9, 0.6], [0.3, -0.6, 0.8], [-0.4, -0.7, 0.7], [0.0, 0.3, -1.1], [0.4, 0.9, -0.5], [0.0, 0.2, 1.0], [-0.1, -0.7, 0.7], [-0.2, 0.5, -0.9], [-1.0, 0.5, -0.3], [-0.2, 0.0, 0.9], [-0.3, 0.1, -0.2], [0.0, 0.0, 0.6], [-0.2, -0.8, -0.6], [0.2, 0.5, -0.7], [0.4, 0.4, -0.8], [1.1, -0.2, 0.3], [-0.3, 0.5, 0.8], [-0.4, -1.1, 0.1], [-0.3, 0.9, -0.1], [0.5, 0.1, 0.8], [-0.7, -0.5, -0.7], [-0.2, 0.2, 0.0], [0.1, 0.0, 0.0], [0.0, -0.2, 0.2], [-0.1, 0.0, -0.1], [0.2, 0.1, 0.0], [0.1, -0.1, 0.0], [0.0, 0.0, 0.0], [0.1, 0.0, 0.0], [-0.2, -0.1, 0.1], [0.0, 0.1, 0.0], [0.0, 0.0, -0.1], [0.2, -0.1, 0.1], [-0.1, 0.0, 0.0], [0.0, 0.0, 0.0], [-0.1, 0.0, 0.0], [0.2, 0.0, 0.1], [0.0, 0.0, -0.1], [-0.2, 0.0, 0.1], [0.0, 0.1, 0.1], [0.1, 0.1, -0.2], [-0.1, 0.1, 0.0], [0.0, 0.0, 0.0], [0.0, 0.0, -0.1], [0.0, 0.0, 0.2], [0.1, 0.0, 0.0], [0.1, 0.0, 0.0], [-0.2, 0.0, -0.1], [0.1, 0.0, 0.1], [-0.1, 0.0, 0.0], [0.0, -0.1, 0.1], [0.1, 0.1, -0.2], [-0.1, -0.1, 0.0], [0.1, -0.1, 0.1], [0.0, 0.1, 0.0], [-0.2, 0.1, 0.0], [0.0, 0.0, 0.1], [0.0, 0.0, 0.0], [-0.1, 0.0, 0.0], [0.2, 0.0, 0.0], [0.0, 0.0, -0.1], [0.0, 0.1, 0.0], [-0.1, -0.1, 0.1], [0.0, 0.0, -0.1], [0.0, 0.0, 0.0], [0.1, 0.0, -0.1], [0.1, -0.1, -0.2], [-0.1, 0.1, 0.0], [0.0, -0.1, 0.3], [0.1, 0.0, -0.1], [-0.1, 0.2, -0.1], [0.1, 0.1, 0.1], [0.0, 0.0, 0.0], [-0.1, 0.1, 0.0], [0.1, -0.2, 0.1], [-0.1, 0.0, -0.1], [0.0, 0.0, -0.1], [-0.1, 0.1, 0.1], [0.0, 0.0, 0.0], [0.0, 0.0, 0.1], [0.0, -0.1, 0.0], [-0.1, -0.2, 0.0], [0.1, 0.0, 0.1], [0.0, 0.1, -0.2], [-0.1, 0.0, 0.0], [0.0, 0.1, 0.2], [0.0, 0.1, 0.0], [0.0, 0.0, -0.1], [0.0, 0.0, 0.1], [-0.1, -0.1, -0.1], [0.0, -0.1, 0.1], [0.0, 0.0, 0.1], [0.1, 0.2, 0.0], [0.0, -0.1, 0.0], [0.0, 0.0, 0.0], [0.0, -0.1, -0.1], [0.0, -0.2, -0.2], [-0.1, 0.1, 0.0], [0.0, -0.1, 0.2], [0.1, 0.0, 0.0], [0.0, 0.2, -0.1], [0.0, 0.1, 0.0], [0.0, 0.0, 0.0], [-0.1, 0.1, 0.0], [0.1, -0.2, 0.1], [0.0, 0.0, -0.1], [0.0, 0.0, -0.1], [-0.1, 0.1, 0.2], [0.0, -0.1, 0.0], [0.0, 0.0, 0.0], [0.0, -0.1, 0.0], [0.0, -0.2, -0.2], [-0.1, 0.1, 0.0], [0.0, -0.1, 0.2], [0.1, 0.0, -0.1], [0.0, 0.2, -0.1], [0.0, 0.1, 0.0], [0.0, 0.0, 0.0], [0.0, 0.1, 0.0], [0.1, -0.2, 0.1], [0.0, 0.0, -0.1], [0.0, 0.0, -0.1], [-0.1, 0.1, 0.1], [0.0, -0.1, 0.0], [0.0, 0.0, 0.0], [0.0, -0.1, 0.0]]
}